1.
C4H5NS in the gas phase in a non-equilibrium geometry, computed with ωB97M-V with the def2-TZVPD basis set.

Cartesian coordinates (Å):
C1 -1.856 2.063 0.988
C2 -1.370 1.024 0.536
C3 -0.796 -0.227 -0.060
C4 0.678 -0.023 -0.246
N1 1.120 -1.078 -0.761
S1 2.850 -1.250 -1.000
H1 -2.314 2.920 1.417
H2 -1.236 -0.614 -0.981
H3 -0.889 -1.036 0.646
H4 1.182 0.782 0.275
H5 2.631 -2.559 -0.813

- HOMO: -9.04 eV
- Electronic energy: -608.23480 Eh
- Orbital gap: 9.925 eV
- Spin multiplicity: 1
- SMILES string: C#CC/C=N/S
- ΔE to the lowest compared entry with this formula, charge and spin: 72.71 kcal per mole

2.
C4H5NS in the gas phase in a non-equilibrium geometry, computed with ωB97M-V with the def2-TZVPD basis set.

Cartesian coordinates (Å):
C1 2.965 0.059 -0.044
C2 1.887 -0.483 -0.067
C3 0.515 -0.966 0.111
C4 -0.487 0.134 -0.012
N1 -0.056 1.407 0.046
S1 -2.100 -0.217 -0.039
H1 3.884 0.551 -0.074
H2 0.365 -1.590 0.999
H3 0.281 -1.653 -0.719
H4 -0.729 2.150 0.086
H5 0.917 1.690 0.086

- HOMO: -8.44 eV
- Electronic energy: -608.29510 Eh
- Orbital gap: 9.120 eV
- Spin multiplicity: 1
- SMILES string: C#CCC(N)=S
- ΔE to the lowest compared entry with this formula, charge and spin: 34.87 kcal per mole

3.
C4H5NS in the gas phase in a non-equilibrium geometry, computed with ωB97M-V with the def2-TZVPD basis set.

Cartesian coordinates (Å):
C1 -0.231 0.983 1.020
C2 -0.620 -0.285 0.857
C3 0.789 1.363 0.047
C4 0.008 -0.985 -0.266
N1 1.189 0.522 -0.792
S1 -1.028 -1.302 -1.662
H1 -0.596 1.653 1.779
H2 -1.375 -0.773 1.455
H3 1.200 2.369 0.063
H4 0.711 -1.785 -0.067
H5 -0.048 -1.759 -2.435

- HOMO: -8.67 eV
- Electronic energy: -608.26837 Eh
- Orbital gap: 9.126 eV
- Spin multiplicity: 1
- ΔE to the lowest compared entry with this formula, charge and spin: 51.64 kcal per mole